The following is a quantum chemistry calculation of a structure of composition C11H11N in a non-equilibrium geometry, from OMol25.

As for the HOMO-LUMO gap: 10.16 eV. The energy relative to the best compared isomer or geometry (same formula, charge and spin) comes out at 5.373 eV. The value obtained for the HOMO energy is -9.5 eV. As for the energy: -13070.5060 eV.

Last column: natural (NBO) charge in e.
Atoms and positions in Å:
C1 -0.03177 -2.83511 0.30557  -0.215
C2 0.61612 -2.37691 1.46065  -0.229
C3 -0.19849 -1.75888 2.31629  -0.207
C4 -1.39416 -1.21474 2.13070  -0.219
C5 -2.00306 -1.56119 0.92380  -0.220
C6 -1.37899 -2.30033 0.03151  -0.227
C7 1.19794 1.68545 -2.73434  0.018
C8 0.70610 0.91924 -1.70253  -0.300
C9 0.34164 1.58506 -0.56119  -0.109
C10 0.76849 2.82766 -0.25424  -0.317
C11 1.29203 3.46526 -1.33394  0.067
H1 0.45697 -2.98707 -0.71273  0.225
H2 1.74182 -2.44111 1.85057  0.240
H3 0.01707 -1.57773 3.47295  0.196
H4 -1.78428 -0.73687 3.01832  0.222
H5 -2.95313 -0.98605 0.72317  0.211
H6 -2.03214 -2.57632 -0.84022  0.224
H7 1.38854 1.13149 -3.65847  0.205
H8 0.09679 -0.18591 -1.81561  0.231
H9 -0.64712 1.20577 0.27515  0.208
H10 0.61883 3.07577 0.76362  0.235
H11 1.52507 4.62271 -1.16315  0.175
N1 1.65575 3.01982 -2.49585  -0.416


The following is a quantum chemistry calculation of the molecule C11H11N2P in a non-equilibrium geometry, from OMol25.

As for the HOMO-LUMO gap (spin up / spin down): 6.19 / 6.55 eV. The energy relative to the best compared isomer or geometry (same formula, charge and spin) comes out at 1.665 eV. The value obtained for the HOMO energy (spin up / spin down) is -6.3 / -6.7 eV. As for the energy: -23850.6801 eV.

Last column: natural (NBO) charge in e.
Atoms and positions in Å:
C1 2.82135 -2.07666 -0.54031  -0.255
C2 -2.29988 0.04814 1.28131  -0.183
C3 1.52244 -1.77547 -0.84609  -0.186
C4 -0.93595 0.00468 1.04135  -0.221
C5 3.37134 -1.26640 0.43982  -0.231
C6 -3.15319 -0.32109 0.23839  -0.255
C7 2.90156 -0.05210 0.66917  -0.008
C8 -2.61311 -0.77080 -0.95286  0.027
C9 0.92112 -0.60800 -0.38073  0.088
C10 -0.48146 -0.41659 -0.18125  0.124
C11 -0.22550 2.64188 -0.57006  -0.909
N1 1.73907 0.43446 0.16290  -0.576
N2 -1.28718 -0.78433 -1.15565  -0.421
P1 1.33214 2.04743 0.35231  0.510
H1 3.32373 -2.89823 -0.95519  0.224
H2 -2.69149 0.04522 2.19305  0.208
H3 0.95597 -2.27908 -1.69144  0.247
H4 -0.19547 0.29462 1.92589  0.238
H5 4.38157 -1.40232 1.03053  0.232
H6 -4.25099 -0.07788 0.45651  0.222
H7 3.45842 0.75463 1.23063  0.221
H8 -3.16595 -1.37257 -1.65548  0.200
H9 -0.18471 2.13331 -1.51979  0.234
H10 -0.16051 3.70542 -0.64779  0.240
H11 -1.04013 2.30357 0.04619  0.228


The following is a quantum chemistry calculation of a structure of composition C11H11N3O in a non-equilibrium geometry, from OMol25.

As for the HOMO-LUMO gap: 8.72 eV. The energy relative to the best compared isomer or geometry (same formula, charge and spin) comes out at 8.830 eV. The value obtained for the HOMO energy is -8.3 eV. As for the energy: -18093.6282 eV.

Last column: natural (NBO) charge in e.
Atoms and positions in Å:
C1 2.45370 1.83925 0.90428  -0.654
C2 2.24150 0.46231 0.18116  -0.100
C3 3.23777 -0.54348 0.13960  -0.183
C4 2.90464 -1.63475 -0.56637  -0.256
C5 1.55024 -2.11581 -0.63877  0.020
C6 0.92476 -0.00499 -0.19489  0.484
C7 -1.24992 0.17838 0.49082  0.409
C8 -2.94203 -0.94523 1.26632  0.030
C9 -3.68791 -0.80010 0.13756  -0.292
C10 -3.30540 -0.08406 -0.90863  -0.189
C11 -1.98526 0.48081 -0.63013  0.142
H1 3.62838 2.02908 0.44909  0.236
H2 2.52553 1.31276 2.26160  0.245
H3 1.49881 2.86665 0.71916  0.272
H4 4.27357 -0.17914 0.26488  0.222
H5 3.62474 -2.42532 -0.72975  0.219
H6 1.01647 -2.86179 -1.07505  0.220
H7 -3.58207 -1.78570 1.92394  0.190
H8 -4.61258 -1.39103 0.22837  0.222
H9 -3.93277 0.08101 -1.84023  0.241
H10 -0.46199 2.28431 -0.49849  0.388
H11 -1.71195 2.60302 -1.68286  0.369
N1 0.49004 -1.22113 -0.57002  -0.439
N2 -1.59315 -0.67022 1.44332  -0.389
N3 -1.20436 1.68025 -1.43549  -0.885
O1 -0.10078 0.84491 0.36062  -0.524